Entry 1:
Entry from the Open Molecules 2025 dataset: a molecular structure, C23H41FP2Zr at a distorted geometry (ωB97M-V/def2-TZVPD).

Last column: Mulliken charge in e.
Geometry (Å):
Zr 0.1615 0.1130 -1.9869  0.11
C -0.9931 -1.3618 0.1964  1.83
C 0.3194 -1.6183 -0.3808  -0.74
C 0.5295 -0.0808 1.3541  0.81
C -0.8227 -0.4215 1.2483  0.48
C 1.2641 -0.7898 0.3592  1.22
C -2.1809 -2.2385 0.0637  -1.80
H -2.2033 -2.8145 -0.8651  0.46
H -3.1178 -1.6561 0.0880  0.45
H -2.1898 -2.9501 0.9081  0.37
C -1.8694 -0.0208 2.2176  -1.92
H -2.8648 -0.2951 1.8568  0.40
H -1.8474 1.0661 2.3806  0.40
H -1.7122 -0.5078 3.1939  0.34
C 1.1178 0.7108 2.4593  -1.84
H 1.0206 0.1553 3.4057  0.35
H 0.5860 1.6645 2.5808  0.38
H 2.1786 0.9234 2.2997  0.40
C 2.7320 -1.0128 0.3957  -1.71
H 2.9129 -1.8059 1.1413  0.36
H 3.2946 -0.1135 0.6996  0.49
H 3.1624 -1.3286 -0.5646  0.19
C 0.7099 -2.8710 -1.0913  -1.30
H 1.0358 -3.5646 -0.2911  0.45
H 1.5263 -2.7608 -1.8293  0.14
H -0.1050 -3.3318 -1.6737  0.45
C -1.5498 1.5681 -4.7337  0.71
C -2.0435 0.2470 -5.2075  -0.77
C -1.2196 -0.4147 -6.2473  -0.84
C 0.3361 -0.3259 -6.1705  -1.73
C 0.8973 -0.1893 -4.6957  0.37
C 1.7635 1.0751 -4.6152  0.20
C 1.0224 2.3271 -5.1973  -1.29
C -0.4865 2.3236 -5.5341  -1.51
H -1.5297 0.0415 -7.2187  0.42
H 0.7463 0.4027 -6.9162  0.38
H -1.4583 -1.4925 -6.2454  0.46
H -0.6310 2.0378 -6.5779  0.33
H -2.3420 2.3027 -4.5447  0.38
H -3.1333 0.0219 -5.1778  0.54
H -0.7962 3.3754 -5.5268  0.57
H 1.2413 3.2926 -4.7123  0.28
H 2.7215 1.0657 -5.2086  0.68
H 1.5336 2.4197 -6.1629  0.33
H 0.7245 -1.2805 -6.5730  0.46
H 1.4921 -1.1106 -4.4520  0.64
P -2.5659 -0.1887 -3.1392  0.58
C -4.0205 0.8865 -2.9963  -1.32
C -2.2511 -1.9742 -3.4741  -0.25
P 2.4584 1.1350 -2.9573  1.19
C -1.1587 0.9451 -3.4394  0.31
C 3.7017 -0.2102 -3.1922  -1.35
C 3.0206 2.8040 -2.7639  -1.33
H -3.8259 1.6461 -2.2162  0.39
H -4.9094 0.3095 -2.7224  0.45
H -4.1996 1.3605 -3.9671  0.52
H -1.6011 -2.0735 -4.3708  0.09
H -3.2160 -2.4613 -3.7199  0.53
H -1.8098 -2.5196 -2.5998  -0.53
H 2.7595 3.4658 -3.5825  0.45
H 4.0968 2.7847 -2.6071  0.44
H 2.5034 3.1989 -1.8727  0.35
H -0.7553 1.7321 -2.7304  1.09
H -0.0922 0.0636 -3.9984  -1.57
H 4.2968 -0.2308 -2.2680  0.47
H 4.3258 -0.0027 -4.0697  0.50
H 3.2097 -1.1799 -3.3677  0.34
F -0.3522 1.6741 -0.8979  -0.70

**Lowest unoccupied orbital energy (spin up / spin down)**: -7.4 / -7.4 eV
**HOMO-LUMO gap (spin up / spin down)**: 5.624 / 5.623 eV
**Net charge**: +2
**E_tot**: -47071.16282 eV
**Energy above the lowest of the compared OMol25 structures with the same formula, charge and spin**: 783.85 kJ/mol



Entry 2:
Entry from the Open Molecules 2025 dataset: a molecular structure, C42H63B2CrN4O3Si at a distorted geometry (ωB97M-V/def2-TZVPD).

Last column: Mulliken charge in e.
Geometry (Å):
Cr 0.7324 -1.0931 -0.0035  -1.40
C 0.0116 -1.1315 -3.7105  -0.05
C 0.8478 -2.2062 -3.0813  0.55
C 1.3532 -3.2371 -3.8497  -1.00
C 2.1093 -4.2381 -3.2442  -0.88
C 2.4006 -4.1308 -1.8925  -0.89
C 1.9270 -3.0265 -1.1760  -0.19
N 1.0930 -2.1119 -1.7577  1.33
N 2.1923 -2.6799 0.0855  0.46
Si 3.1467 -3.5138 1.2273  0.31
C 2.0587 -4.7259 2.2473  -0.98
C 3.9331 -2.2404 2.4151  -0.46
C 4.6449 -4.5346 0.5531  -1.60
H -0.1370 -1.3370 -4.7687  0.60
H 0.4937 -0.1613 -3.6061  -0.47
H -0.9613 -1.0711 -3.2277  -0.40
H 1.1554 -3.2634 -4.9107  0.44
H 2.4791 -5.0729 -3.8242  0.43
H 3.0009 -4.8737 -1.3941  0.39
H 1.2517 -4.1605 2.7021  0.06
H 2.6075 -5.2309 3.0379  0.40
H 1.6071 -5.4875 1.6164  0.36
H 3.2613 -1.3995 2.5330  -0.36
H 4.8824 -1.8625 2.0485  0.43
H 4.1102 -2.6895 3.3877  0.46
H 4.3901 -5.5713 0.3566  0.37
H 5.4677 -4.5379 1.2634  0.41
H 5.0180 -4.1100 -0.3729  0.41
O -1.4731 0.2636 1.5652  -0.94
C -0.5555 0.1384 0.7248  0.05
C 1.2478 -1.6892 5.0417  -2.05
C 0.4352 -0.8009 4.0926  1.92
C -1.0400 -0.8758 4.5117  -1.86
O 0.5103 -1.3355 2.7725  0.89
B 0.9037 -0.3585 1.8657  0.63
O 1.3884 0.7400 2.5605  -0.53
C 0.9996 0.6635 3.9311  2.18
C 2.2202 0.9854 4.7982  -2.11
C -0.0533 1.7627 4.1117  -2.04
H 0.8363 -2.6957 5.0103  0.48
H 1.1813 -1.3156 6.0619  0.38
H 2.2859 -1.7505 4.7351  0.22
H -1.3180 -1.9263 4.5846  0.46
H -1.6573 -0.4281 3.7381  0.07
H -1.2194 -0.3945 5.4702  0.35
H 3.0337 0.2940 4.5987  0.29
H 1.9724 0.9555 5.8586  0.36
H 2.5688 1.9862 4.5496  0.49
H -0.8705 1.5857 3.4174  0.16
H 0.4073 2.7153 3.8496  0.47
H -0.4278 1.8118 5.1309  0.38
C -2.5457 -3.3959 -2.0153  -2.00
C -2.1393 -2.4845 -0.8552  2.90
C -1.7184 -3.3141 0.3590  -1.96
C -3.2570 -1.5250 -0.5275  0.40
C -4.4332 -2.0317 -0.0004  -0.50
C -5.5240 -1.2162 0.2418  -1.42
C -5.4216 0.1364 -0.0190  -0.56
C -4.2522 0.6896 -0.5152  0.86
C -4.1619 2.1916 -0.6571  2.06
C -5.1657 2.7331 -1.6758  -1.83
C -4.3678 2.8549 0.7066  -1.48
C -3.1557 -0.1501 -0.7946  -0.18
N -1.9905 0.4126 -1.3508  0.64
B -0.6832 0.6964 -0.7349  1.79
N -0.0819 1.6908 -1.6282  0.53
C -0.9586 1.8617 -2.6949  -1.10
C -2.0712 1.1281 -2.5303  -1.28
C 0.9513 2.6462 -1.5352  -0.06
C 0.6001 4.0184 -1.4567  0.59
C 1.5927 4.9773 -1.5667  -0.62
C 2.9221 4.6306 -1.7269  -1.51
C 3.2683 3.2886 -1.7408  -0.52
C 2.3092 2.2951 -1.6479  0.70
C 2.7454 0.8547 -1.7561  2.76
C 3.3158 0.5674 -3.1490  -1.92
C 3.7478 0.4829 -0.6598  -1.69
C -0.8252 4.4753 -1.2257  1.77
C -0.9296 5.3345 0.0376  -1.74
C -1.3706 5.2591 -2.4234  -1.73
H -1.6886 -3.9768 -2.3487  0.39
H -2.9132 -2.8140 -2.8576  0.36
H -3.3360 -4.0766 -1.7078  0.47
H -1.2651 -1.9015 -1.1562  -1.67
H -2.4951 -4.0263 0.6375  0.52
H -1.5188 -2.6603 1.2062  0.10
H -0.8073 -3.8679 0.1290  0.42
H -4.5030 -3.0876 0.2190  0.37
H -6.4358 -1.6304 0.6493  0.38
H -6.2669 0.7755 0.1916  0.32
H -3.1575 2.4513 -0.9978  -1.01
H -6.1868 2.5467 -1.3493  0.36
H -5.0247 2.2592 -2.6439  0.35
H -5.0355 3.8070 -1.7983  0.43
H -5.3953 2.7416 1.0476  0.42
H -4.1422 3.9180 0.6475  0.39
H -3.7044 2.3972 1.4347  0.20
H -0.6983 2.4858 -3.5298  0.61
H -2.9130 1.0310 -3.1930  0.36
H 1.3273 6.0256 -1.5354  0.35
H 3.6784 5.3950 -1.8460  0.38
H 4.3064 3.0116 -1.8612  0.37
H 1.8629 0.2186 -1.6036  -1.29
H 4.2901 1.0351 -3.2828  0.46
H 2.6500 0.9533 -3.9207  0.35
H 3.4211 -0.5067 -3.2888  0.32
H 4.7015 0.9894 -0.8015  0.43
H 3.9158 -0.5928 -0.6692  0.30
H 3.3432 0.7547 0.3144  0.26
H -1.4493 3.5940 -1.0709  -0.86
H -0.3850 6.2690 -0.0767  0.39
H -0.5281 4.7990 0.8926  0.37
H -1.9721 5.5735 0.2395  0.40
H -0.7889 6.1640 -2.5865  0.39
H -2.4060 5.5428 -2.2461  0.42
H -1.3331 4.6614 -3.3295  0.31

**Lowest unoccupied orbital energy (spin up / spin down)**: 2.6 / 2.6 eV
**HOMO-LUMO gap (spin up / spin down)**: 5.021 / 5.666 eV
**Net charge**: -1
**2S+1**: 5
**E_tot**: -94338.49224 eV
**Energy above the lowest of the compared OMol25 structures with the same formula, charge and spin**: 75.41 kJ/mol



Entry 3:
Entry from the Open Molecules 2025 dataset: a molecular structure, C4H16BClCoO4 at a distorted geometry (ωB97M-V/def2-TZVPD).

Last column: Mulliken charge in e.
Geometry (Å):
Co 9.8561 2.0840 -20.2693  0.62
B 9.3146 2.1616 -22.3909  0.09
H 9.5974 1.1280 -22.2648  -0.06
H 10.1318 2.7274 -21.9711  0.05
H 9.2220 2.4058 -23.4378  -0.12
H 8.4267 2.3262 -21.8003  -0.02
Cl 8.4238 0.0313 -19.8961  -0.53
C 6.0289 -3.1493 -19.4770  -0.30
C 5.0877 -2.3928 -18.6260  -0.25
O 5.2190 -1.0012 -18.9640  -0.48
O 7.3256 -3.0530 -18.8930  -0.47
H 5.9872 -2.8012 -20.5091  0.13
H 5.5831 -4.1414 -19.5477  0.33
H 5.0664 -2.5937 -17.5549  0.24
H 4.0996 -2.5621 -19.0540  0.28
H 6.1291 -0.6960 -18.9488  0.26
H 7.8750 -2.3105 -19.1547  0.30
C 5.2348 0.3200 -24.7483  -0.61
C 5.8465 -0.2777 -23.4707  -0.34
O 6.8945 0.4303 -22.8398  -0.43
O 6.3135 0.6874 -25.5098  -0.48
H 4.7183 1.2779 -24.6863  0.27
H 4.5429 -0.2922 -25.3267  0.38
H 6.1615 -1.3074 -23.6396  0.32
H 4.9767 -0.4294 -22.8315  0.31
H 7.2843 -0.1122 -22.1503  0.23
H 6.0645 0.4862 -26.4148  0.30

**Lowest unoccupied orbital energy (spin up / spin down)**: -2.6 / -3.0 eV
**HOMO-LUMO gap (spin up / spin down)**: 6.965 / 6.555 eV
**Net charge**: 0
**2S+1**: 4
**E_tot**: -63416.82083 eV
**Energy above the lowest of the compared OMol25 structures with the same formula, charge and spin**: 318.59 kJ/mol



Entry 4:
Entry from the Open Molecules 2025 dataset: a molecular structure, C12H13N6O6S2Yb at a distorted geometry (ωB97M-V/def2-TZVPD).

Last column: Mulliken charge in e.
Geometry (Å):
Yb -0.0350 0.2207 0.2375  0.89
O 2.1257 0.1090 0.5424  -0.69
N 2.8829 -0.9114 0.2931  0.31
C 4.1862 -0.6829 0.0590  -0.16
C 5.0617 -1.6957 -0.2376  -0.71
C 4.5816 -3.0042 -0.2876  -0.05
C 3.2607 -3.2342 -0.0219  -0.78
C 2.3619 -2.1854 0.2904  0.48
S 0.7161 -2.4315 0.6729  -0.47
H 4.4645 0.3584 0.1194  0.39
H 6.1021 -1.4612 -0.4223  0.36
H 5.2471 -3.8263 -0.5331  0.35
H 2.8495 -4.2347 -0.0383  0.36
N 0.5983 5.9119 0.0388  -0.50
C 0.0940 4.6961 -0.3337  0.75
N -1.1800 4.4348 -0.0458  -0.47
N 0.8838 3.9296 -1.0339  -0.77
C 0.6650 2.6443 -1.2748  0.74
N 0.6297 1.5354 -1.6210  -0.63
H 0.1695 6.3565 0.8300  0.21
H 1.5987 5.9688 -0.0061  0.26
H -1.5806 4.8586 0.7779  0.28
H -1.4764 3.4567 -0.1607  0.29
O -1.2818 -0.8210 -1.1733  -0.56
N -2.1968 -1.6270 -0.8308  0.32
C -3.1796 -1.2244 -0.0144  0.04
C -4.2191 -2.0797 0.2905  -0.96
C -4.2552 -3.3543 -0.2341  -0.09
C -3.2140 -3.7442 -1.0541  -0.71
C -2.1899 -2.8640 -1.3383  -0.10
H -3.0692 -0.2185 0.3696  0.55
H -5.0020 -1.7316 0.9519  0.39
H -5.0659 -4.0326 -0.0007  0.39
H -3.1823 -4.7388 -1.4767  0.36
H -1.3310 -3.0902 -1.9505  0.44
O -1.2670 0.3132 2.0941  -0.66
S -1.2262 1.7743 1.7847  1.42
O 0.2125 2.1362 1.6405  -0.61
O -1.7877 1.8744 0.3758  -0.74
O -1.9514 2.6149 2.7210  -0.89

**Lowest unoccupied orbital energy (spin up / spin down)**: 2.8 / 2.8 eV
**HOMO-LUMO gap (spin up / spin down)**: 4.734 / 4.735 eV
**Net charge**: -1
**E_tot**: -87083.49360 eV